{"formula": "C26H24F5NOP2SY", "method": "the ωB97M-V functional and the def2-TZVPD basis", "relative_energy_kj_mol": 0.0, "orbital_gap_ev": 5.32, "total_charge": 1, "energy_ha": -2753.53263, "symbols": ["H", "H", "S", "H", "H", "C", "C", "C", "C", "H", "H", "P", "H", "C", "Y", "O", "H", "C", "H", "C", "C", "H", "H", "H", "H", "H", "C", "C", "H", "C", "H", "C", "H", "C", "H", "C", "P", "F", "C", "H", "H", "C", "C", "F", "C", "C", "C", "H", "H", "C", "C", "C", "H", "F", "F", "N", "F", "C", "H", "C", "C"], "coordinates": [[-2.4580, -3.8372, 4.1264], [2.8495, -2.7596, -0.3887], [-0.5038, 2.3257, 2.2078], [-1.8094, -5.8471, 2.7796], [1.9204, -1.3822, -2.8421], [-1.4439, -3.4919, 0.3431], [-2.1798, -3.7412, 3.0666], [-0.8230, 1.0040, -2.9974], [-2.3399, -1.1521, 3.1399], [-2.6509, -1.2624, 4.1779], [1.3548, -3.0671, -3.0078], [0.6011, -2.0536, -0.9255], [-1.1962, 0.0176, -3.2995], [-3.4991, 0.8712, 0.1972], [0.0954, -0.0314, 1.1134], [2.4051, 1.0977, -1.3334], [-1.2614, -0.6415, 3.1068], [-3.0495, -0.2329, 0.9872], [1.8255, -4.1591, -0.8369], [1.8567, -3.2133, -0.2791], [-1.4057, -4.7255, 0.9808], [-1.0629, -5.5934, 0.4192], [-0.0105, 3.4066, -1.3179], [0.2363, -1.7074, -3.3203], [0.2514, 1.0622, -3.2114], [-3.4072, 1.8636, -1.7028], [-3.2616, -0.2389, 2.3802], [2.2242, 1.8040, 2.4310], [-4.7900, 2.5737, 0.1779], [-0.8531, -3.2150, -1.0069], [-0.5149, -4.1402, -1.4814], [1.6249, 0.6571, -0.5876], [-1.6833, 3.4991, -1.9606], [-1.8133, -4.8622, 2.3123], [1.6713, -3.4149, 0.7823], [-4.3795, 1.7703, 0.7874], [-1.1099, 1.2678, -1.2134], [0.7068, 4.9114, 1.3288], [-2.9452, 1.0160, -1.1886], [-1.5971, -2.7192, -1.6429], [-4.4307, 0.5762, 4.0067], [3.5644, 2.1260, 2.4581], [-2.0199, -2.3983, 1.0634], [1.9231, 0.3995, 2.5348], [1.6293, 4.0165, 1.7588], [-2.2133, -2.4854, 2.4553], [3.9466, 3.4226, 2.1113], [-3.1276, 0.0942, -1.7562], [-5.4833, 2.3265, 2.5565], [-4.1739, 0.6592, 2.9391], [-4.7537, 1.6383, 2.1304], [1.1988, 2.7275, 2.1474], [-1.3422, 1.7801, -3.5789], [4.4854, 1.1828, 2.7582], [5.2475, 3.7656, 2.1131], [-2.2547, -1.2055, 0.3911], [3.3520, 5.5932, 1.3373], [2.9759, 4.3603, 1.7393], [-1.3843, 3.4460, -0.1826], [-1.0489, 3.0882, -1.1626], [1.0660, -2.0533, -2.6912]], "nbo_charge": [0.225, 0.245, -0.241, 0.228, 0.243, -0.069, -0.208, -0.945, -0.357, 0.253, 0.255, 0.808, 0.242, 0.027, 1.578, -0.422, 0.095, 0.111, 0.251, -0.939, -0.192, 0.218, 0.239, 0.251, 0.237, 0.243, -0.086, 0.260, 0.219, -0.689, 0.241, 0.447, 0.240, -0.232, 0.249, -0.218, 0.877, -0.283, -0.727, 0.258, 0.224, 0.295, 0.110, -0.357, 0.314, -0.021, 0.271, 0.256, 0.228, -0.175, -0.225, -0.278, 0.254, -0.274, -0.267, -0.745, -0.275, 0.344, 0.274, -0.951, -0.931]}

{"formula": "C4H14NOS2", "method": "the ωB97M-V functional and the def2-TZVPD basis", "relative_energy_kj_mol": 43.5, "orbital_gap_ev": 9.22, "total_charge": 1, "energy_ha": -1086.93181, "symbols": ["H", "N", "H", "H", "H", "C", "H", "H", "H", "H", "S", "H", "O", "S", "C", "H", "H", "C", "H", "H", "C", "H"], "coordinates": [[-1.1698, -1.1474, -3.7554], [-0.6068, 0.7166, 2.5845], [-0.8232, 1.1398, 1.6767], [-1.1342, 1.0469, 3.3931], [-0.1742, -1.1580, 3.4794], [-0.6221, -0.7808, 2.5584], [0.3583, 1.0298, 2.7290], [0.4988, -2.2832, 1.4875], [0.5184, -2.1829, -2.0061], [-1.3612, 3.9705, 1.9817], [0.1302, 0.1246, -1.4688], [-0.4770, 3.5558, 0.8211], [-0.6681, 3.3557, 1.7471], [0.9185, -0.2601, 0.2998], [0.6851, -1.2598, -2.5327], [0.1602, -1.9492, -4.5298], [0.1641, -0.1987, -4.3197], [-0.0793, -1.1518, -3.8370], [1.7484, -1.1699, -2.7346], [-0.9266, -1.7692, 0.6410], [-0.1057, -1.4077, 1.2635], [-1.6345, -1.0816, 2.8157]], "nbo_charge": [0.221, -0.677, 0.475, 0.445, 0.236, -0.251, 0.448, 0.257, 0.217, 0.492, 0.119, 0.493, -0.976, 0.061, -0.511, 0.240, 0.220, -0.634, 0.229, 0.257, -0.594, 0.233]}